[1]
The following is a DFT calculation (ωB97M-V/def2-TZVPD) of a 6-piece molecular cluster, C32H68BrIN2O15P2S overall.

```
122
Properties=species:S:1:pos:R:3:lowdin_charge:R:1
C -1.61 -3.80 -2.78 0.17
C -0.99 -2.76 -2.98 -0.04
C -0.08 -1.49 -2.64 -0.28
O 1.08 -1.73 -1.89 -0.10
C 1.36 -2.92 -1.21 -0.20
C 1.39 -2.85 0.41 -0.20
C 2.57 -3.84 0.90 -0.10
C -0.94 -0.34 -1.82 -0.23
C -0.07 0.45 -0.74 -0.07
C 1.21 1.27 -1.03 -0.36
O 1.22 2.49 -0.82 0.02
N 2.56 0.76 -1.35 -0.18
C 3.44 1.92 -1.74 -0.13
C 3.23 0.18 -0.14 -0.07
C -1.81 -1.28 -0.80 -0.18
P -2.39 -0.67 0.83 0.59
O -2.84 0.73 1.05 -0.34
O -1.22 -0.99 2.02 -0.19
O -3.69 -1.67 1.28 -0.16
C -1.97 0.48 -2.70 -0.45
C -3.53 0.39 -2.33 -0.25
C -4.50 1.39 -3.11 -0.24
C -5.98 0.75 -2.92 -0.28
N -6.39 0.78 -1.49 -0.01
P -1.80 2.41 -2.86 0.73
O -0.19 2.80 -3.33 -0.35
Br -2.26 3.38 -0.82 0.35
S -1.97 0.02 -4.53 0.70
O -2.12 1.23 -5.39 -0.34
O -3.16 -0.80 -4.87 -0.29
O -0.69 -0.78 -5.06 -0.23
C 0.39 -1.13 -4.11 -0.34
C 0.90 -2.42 -4.97 -0.10
C 1.80 -3.49 -4.32 -0.28
O 1.58 -4.69 -4.56 0.01
C 1.46 0.02 -4.34 -0.50
I 3.59 -0.58 -4.31 1.04
C 1.34 0.74 -5.80 -0.26
C 2.47 1.89 -5.83 -0.19
H -2.28 -4.68 -2.62 0.08
H 2.45 -3.20 -1.45 0.12
H 0.80 -3.87 -1.43 0.13
H 0.41 -3.24 0.83 0.10
H 1.67 -1.83 0.80 0.08
H 2.76 -3.59 2.00 0.08
H 2.32 -4.93 0.74 0.06
H 3.51 -3.51 0.36 0.08
H -0.70 1.18 -0.14 0.08
H 0.25 -0.32 0.04 0.11
H 3.77 2.55 -0.87 0.08
H 3.02 2.51 -2.61 0.08
H 4.39 1.43 -2.14 0.06
H 2.53 0.20 0.74 0.08
H 4.21 0.67 0.13 0.10
H 3.46 -0.91 -0.39 0.09
H -1.09 -2.11 -0.47 0.10
H -2.67 -1.83 -1.27 0.10
H -0.82 -0.12 2.25 0.08
H -3.38 -2.24 2.02 0.07
H -3.74 0.62 -1.24 0.09
H -3.95 -0.66 -2.49 0.12
H -4.60 2.41 -2.61 0.09
H -4.36 1.45 -4.22 0.10
H -6.66 1.44 -3.52 0.12
H -6.02 -0.27 -3.42 0.11
H -6.01 -0.07 -1.06 0.06
H -7.41 0.78 -1.50 0.07
H -0.19 3.74 -3.61 0.07
H 0.02 -2.97 -5.45 0.15
H 1.45 -1.99 -5.87 0.11
H 2.66 -3.31 -3.59 0.08
H 1.43 0.89 -3.64 0.05
H 1.58 0.03 -6.64 0.10
H 0.37 1.31 -5.92 0.09
H 2.70 2.29 -4.80 0.04
H 2.01 2.77 -6.39 0.08
H 3.38 1.60 -6.42 0.05
C -2.96 6.07 2.31 -0.09
C -2.72 5.29 3.59 -0.32
O -3.48 4.09 3.60 -0.10
H -4.02 6.32 2.21 0.08
H -2.38 7.00 2.30 0.07
H -2.69 5.47 1.44 0.03
H -3.01 5.89 4.46 0.11
H -1.66 5.04 3.69 0.11
H -3.21 3.57 2.83 0.08
C -4.27 0.85 4.91 -0.10
C -4.58 1.00 6.39 -0.33
O -3.95 2.17 6.90 -0.09
H -3.19 0.78 4.75 0.07
H -4.74 -0.05 4.51 0.07
H -4.62 1.72 4.35 0.06
H -4.21 0.15 6.95 0.11
H -5.66 1.08 6.55 0.11
H -4.29 2.93 6.40 0.08
C 2.00 -8.85 -0.06 -0.09
C 1.52 -7.47 -0.50 -0.32
O 2.64 -6.62 -0.73 -0.11
H 2.60 -8.77 0.85 0.08
H 1.15 -9.51 0.12 0.07
H 2.63 -9.30 -0.83 0.07
H 0.91 -7.02 0.28 0.11
H 0.93 -7.53 -1.41 0.11
H 3.17 -7.02 -1.43 0.09
C 3.88 3.70 3.05 -0.08
C 2.97 2.75 2.30 -0.31
O 3.44 1.41 2.44 -0.11
H 4.91 3.62 2.68 0.08
H 3.54 4.73 2.95 0.08
H 3.91 3.44 4.11 0.06
H 2.96 2.99 1.23 0.09
H 1.95 2.81 2.67 0.11
H 3.44 1.20 3.38 0.08
C 4.24 2.70 8.11 -0.09
C 3.94 1.43 7.33 -0.32
O 4.64 1.44 6.09 -0.10
H 3.95 3.58 7.54 0.08
H 3.70 2.70 9.06 0.08
H 5.31 2.78 8.32 0.07
H 2.87 1.37 7.11 0.11
H 4.23 0.54 7.89 0.11
H 5.58 1.49 6.29 0.08
```

Values from the calculation:
Kohn-Sham gap: 8.62 eV
Lowest unoccupied orbital energy: 0.08 eV
SMILES string: C#C[C@]1(OCCC)[C@](CC(=O)N(C)C)(CP(=O)(O)O)[C@@](CCCN)(P(O)Br)S(=O)(=O)O[C@@]1(CC=O)[C@@H](I)CC.CCO.CCO.CCO.CCO.CCO
DFT total energy: -6450.5319 Ha


[2]
The following is a DFT calculation (ωB97M-V/def2-TZVPD) of C16H17BrMoNO5 as an isolated structure.

```
41
Properties=species:S:1:pos:R:3:lowdin_charge:R:1
Mo -0.97 -0.87 0.01 1.47
C -0.70 -4.47 4.57 -0.02
C -1.06 -3.16 3.93 -0.22
C -1.65 -2.11 4.62 0.02
C -1.96 -0.92 3.98 -0.07
C -1.66 -0.83 2.65 -0.69
Br -2.08 0.82 1.76 0.88
N -1.10 -1.81 1.95 -0.12
C -0.80 -2.95 2.58 -0.03
H -0.97 -4.47 5.62 0.09
H 0.36 -4.66 4.49 0.10
H -1.23 -5.29 4.08 0.10
H -1.87 -2.22 5.68 0.13
H -2.42 -0.09 4.51 0.12
H -0.35 -3.72 1.96 0.14
C 1.94 1.66 1.70 0.02
C 1.92 0.37 0.97 -0.41
C 3.15 -0.27 0.44 0.03
O 0.84 -0.20 0.77 -0.18
H 2.94 2.07 1.80 0.09
H 1.50 1.53 2.69 0.10
H 1.31 2.36 1.13 0.10
H 4.04 0.32 0.65 0.09
H 3.02 -0.37 -0.64 0.11
H 3.26 -1.27 0.86 0.11
O -0.43 -2.26 -0.73 -0.42
O 1.67 3.06 -3.31 0.08
C 0.55 2.68 -3.96 -0.25
C 0.22 3.23 -5.20 -0.02
C -0.92 2.86 -5.86 -0.06
C -1.78 1.91 -5.31 -0.07
C -1.47 1.37 -4.09 -0.02
C -0.31 1.73 -3.39 -0.07
C -0.03 1.11 -2.07 -0.49
O 0.95 1.37 -1.40 0.07
O -0.98 0.24 -1.67 -0.28
H 2.13 3.72 -3.86 0.11
H 0.89 3.97 -5.63 0.12
H -1.15 3.30 -6.83 0.11
H -2.68 1.61 -5.83 0.11
H -2.12 0.63 -3.64 0.11
```

Values from the calculation:
Kohn-Sham gap (spin up / spin down): 7.27 / 6.45 eV
Multiplicity: 3
Lowest unoccupied orbital energy (spin up / spin down): -3.46 / -4.28 eV
Net charge: +1
DFT total energy: -3692.8601 Ha


[3]
The following is a DFT calculation (ωB97M-V/def2-TZVPD) of an isolated ion of composition C3H6N5O2 and charge +1.

```
16
Properties=species:S:1:pos:R:3:lowdin_charge:R:1
N -1.32 -2.54 -0.49 0.38
C -1.61 -1.52 0.05 -0.02
C -1.69 -0.25 0.45 -0.02
C -0.72 1.02 -0.21 -0.27
N -1.31 2.19 -0.49 0.17
N 0.55 0.96 -0.25 0.08
N 1.27 -0.10 0.14 0.05
N 2.49 0.05 0.09 -0.34
O 3.17 0.95 -0.20 0.12
O 3.20 -1.20 0.61 0.02
H -1.14 -3.47 -0.88 0.17
H -1.45 -0.21 1.53 0.17
H -2.71 0.02 0.50 0.13
H -2.25 2.44 -0.50 0.09
H -0.62 2.90 -0.65 0.13
H 4.15 -1.24 0.29 0.14
```

Values from the calculation:
Kohn-Sham gap: 7.51 eV
Lowest unoccupied orbital energy: -5.03 eV
SMILES string: [NH+]#CC/C(N)=N\N=[N+](/[O-])O
Net charge: +1
DFT total energy: -541.6702 Ha